No. 1
107
Properties=species:S:1:pos:R:3 method="wB97M-V/def2-TZVPD" charge=-2 spin_multiplicity=1 total_energy_ha=-3370.22068 de_lowest_kcal_mol=18.48
Cs -0.862 0.592 -0.128
C -0.141 -0.810 3.869
C -1.568 -1.261 3.914
C -1.947 -2.351 4.703
C -3.266 -2.758 4.709
C -4.187 -2.053 3.948
C -3.728 -0.969 3.207
N -2.452 -0.598 3.172
C -4.688 -0.137 2.418
C -5.927 0.190 2.965
C -6.782 0.987 2.226
C -6.378 1.414 0.974
C -5.125 1.030 0.501
N -4.294 0.277 1.220
C -4.645 1.441 -0.854
C -5.025 2.650 -1.411
C -4.472 3.007 -2.632
C -3.572 2.160 -3.236
C -3.240 0.954 -2.610
C -2.143 0.094 -3.150
N -3.782 0.604 -1.442
H 0.065 -0.115 4.689
H 0.060 -0.246 2.956
H 0.535 -1.662 3.955
H -1.191 -2.884 5.265
H -3.572 -3.624 5.285
H -5.227 -2.346 3.901
H -6.193 -0.152 3.957
H -7.749 1.273 2.621
H -7.022 2.025 0.356
H -5.681 3.325 -0.876
H -4.707 3.966 -3.078
H -3.060 2.435 -4.148
H -2.199 -0.008 -4.236
H -2.132 -0.898 -2.699
H -1.197 0.608 -2.943
O -0.430 -3.031 -2.754
C 0.175 -2.651 -1.746
O -0.293 -2.203 -0.663
C 1.710 -2.717 -1.756
C 2.342 -3.263 -2.867
C 3.720 -3.394 -2.922
C 4.485 -2.967 -1.845
C 3.865 -2.407 -0.737
C 2.477 -2.267 -0.672
P 1.645 -1.534 0.822
C 1.202 -3.108 1.681
C 2.141 -4.108 1.929
C 1.783 -5.283 2.575
C 0.467 -5.478 2.975
C -0.481 -4.498 2.715
C -0.116 -3.326 2.067
C 3.111 -0.988 1.799
C 3.502 -1.443 3.054
C 4.510 -0.799 3.768
C 5.147 0.310 3.238
C 4.758 0.787 1.991
C 3.746 0.154 1.292
H 1.697 -3.583 -3.676
H 4.196 -3.821 -3.798
H 5.565 -3.061 -1.865
H 4.480 -2.076 0.090
H 3.166 -3.967 1.605
H 2.529 -6.047 2.757
H 0.178 -6.397 3.473
H -1.513 -4.644 3.008
H -0.865 -2.580 1.837
H 3.018 -2.305 3.493
H 4.787 -1.172 4.748
H 5.927 0.813 3.798
H 5.225 1.671 1.573
H 3.420 0.566 0.339
C -0.188 2.334 3.117
C -0.453 3.255 2.113
C 0.576 3.919 1.354
C 0.298 4.780 0.317
C -1.010 5.074 -0.082
C -2.032 4.429 0.615
C -1.780 3.568 1.665
H -1.006 1.827 3.617
H 0.829 2.091 3.404
H 1.613 3.711 1.605
H 1.133 5.226 -0.217
H -1.213 5.692 -0.947
H -3.067 4.587 0.318
H -2.619 3.075 2.153
C 3.694 0.543 -3.061
C 2.884 0.779 -4.301
C 2.563 -0.271 -5.155
C 1.800 -0.041 -6.285
Cl 1.437 -1.381 -7.359
C 1.317 1.217 -6.591
C 1.623 2.266 -5.740
C 2.410 2.057 -4.618
O 2.750 3.150 -3.867
C 2.114 3.324 -2.571
C 0.743 2.617 -2.478
O -0.211 3.135 -3.074
O 0.746 1.530 -1.831
H 4.176 -0.433 -3.085
H 3.027 0.581 -2.197
H 4.451 1.321 -2.938
H 2.905 -1.272 -4.928
H 0.699 1.364 -7.467
H 1.236 3.261 -5.911
H 1.996 4.401 -2.470
H 2.779 2.945 -1.794

No. 2
130
Properties=species:S:1:pos:R:3 method="wB97M-V/def2-TZVPD" charge=-1 spin_multiplicity=1 total_energy_ha=-4759.90576
C 0.955 1.573 0.407
N 2.220 0.978 0.750
Si 2.431 -0.365 1.736
C 0.819 -1.180 2.393
C 3.400 -1.777 0.864
C 3.475 0.024 3.301
H 0.178 0.799 0.232
H 0.515 2.313 1.117
H 1.046 2.146 -0.547
H 0.960 -1.575 3.417
H 0.506 -2.027 1.755
H -0.020 -0.468 2.415
H 2.817 -2.711 0.790
H 3.613 -1.425 -0.160
H 4.362 -2.022 1.346
H 3.115 -0.495 4.207
H 3.455 1.108 3.478
H 4.530 -0.277 3.142
C 0.969 0.546 -4.267
C 0.922 0.187 -2.961
C -0.345 -0.432 -2.354
O -0.269 -0.751 -1.191
C -1.528 -0.576 -3.183
C -1.459 -0.178 -4.457
C -0.198 0.394 -5.078
O -0.297 0.703 -6.263
O -2.480 -0.226 -5.320
O 1.953 0.354 -2.164
H 1.854 0.980 -4.709
H -2.426 -0.995 -2.749
H -2.121 0.117 -6.164
H 1.781 0.159 -1.204
C -4.877 -4.364 -5.680
C -4.662 -3.072 -5.991
C -4.244 -2.636 -7.396
O -4.124 -1.435 -7.551
C -4.028 -3.632 -8.415
C -4.235 -4.916 -8.089
C -4.685 -5.355 -6.703
O -4.849 -6.558 -6.563
O -4.081 -5.938 -8.926
O -4.798 -2.083 -5.130
H -5.177 -4.685 -4.693
H -3.714 -3.322 -9.402
H -4.307 -6.728 -8.392
H -4.540 -1.247 -5.574
C -2.121 1.896 3.047
C -2.833 1.292 2.084
C -4.099 1.889 1.498
O -4.640 1.242 0.617
C -4.580 3.155 1.999
C -3.873 3.755 2.966
C -2.595 3.158 3.547
O -2.067 3.825 4.424
O -4.195 4.918 3.523
O -2.512 0.119 1.539
H -1.213 1.473 3.454
H -5.483 3.574 1.581
H -3.481 5.077 4.176
H -3.186 -0.049 0.852
C -3.121 -5.729 -12.600
C -2.546 -6.469 -13.559
C -1.406 -5.950 -14.423
O -0.971 -6.732 -15.252
C -0.923 -4.607 -14.217
C -1.497 -3.865 -13.258
C -2.631 -4.389 -12.390
O -3.061 -3.616 -11.552
O -1.144 -2.621 -12.970
O -2.897 -7.714 -13.854
H -3.923 -6.091 -11.971
H -0.116 -4.242 -14.836
H -1.719 -2.341 -12.232
H -2.300 -7.986 -14.578
C -2.365 -3.700 5.270
C -2.627 -2.649 4.470
C -3.521 -1.503 4.911
O -3.714 -0.642 4.076
C -4.087 -1.518 6.242
C -3.809 -2.560 7.037
C -2.926 -3.719 6.591
O -2.761 -4.600 7.423
O -4.266 -2.706 8.277
O -2.152 -2.536 3.248
H -1.733 -4.519 4.958
H -4.719 -0.697 6.546
H -3.883 -3.553 8.581
H -2.402 -1.670 2.875
C -5.009 3.146 -5.237
C -4.773 4.438 -5.512
C -4.307 4.917 -6.881
O -4.152 6.122 -6.993
C -4.081 3.953 -7.927
C -4.308 2.658 -7.655
C -4.805 2.186 -6.292
O -4.981 0.984 -6.207
O -4.129 1.671 -8.520
O -4.922 5.424 -4.641
H -5.332 2.799 -4.266
H -3.730 4.299 -8.888
H -4.356 0.838 -8.052
H -4.676 6.236 -5.126
C 5.198 1.296 6.389
C 6.186 1.244 7.291
C 6.405 2.334 8.325
O 7.338 2.158 9.099
C 5.542 3.485 8.346
C 4.551 3.544 7.441
C 4.317 2.444 6.414
O 3.379 2.614 5.664
O 3.681 4.536 7.341
O 7.069 0.251 7.381
H 5.022 0.535 5.640
H 5.715 4.253 9.088
H 3.091 4.286 6.598
H 7.656 0.492 8.121
C 8.926 4.905 13.156
C 10.171 4.810 13.641
C 11.039 3.578 13.437
O 12.156 3.633 13.928
C 10.508 2.463 12.702
C 9.260 2.551 12.208
C 8.389 3.786 12.412
O 7.273 3.745 11.931
O 8.678 1.591 11.514
O 10.778 5.762 14.343
H 8.304 5.776 13.301
H 11.127 1.588 12.560
H 7.821 1.935 11.189
H 11.664 5.399 14.543